{
  "formula": "C2H10N2OSi",
  "method": "ωB97M-V with the def2-TZVPD basis set",
  "elements": ["C", "C", "N", "N", "O", "Si", "H", "H", "H", "H", "H", "H", "H", "H", "H", "H"],
  "positions_angstrom": [[1.32998, 2.12525, 1.98503], [0.60209, 1.71872, -2.11591], [-2.08306, -3.31306, 0.55526], [0.51587, -0.79822, -0.50291], [0.98018, 1.54445, 0.84373], [0.22290, 0.92323, -0.40602], [1.17629, 1.53792, 2.95577], [-1.95929, -2.86329, 1.49393], [1.53244, 3.17734, 2.00746], [-0.24214, 2.35975, -2.56340], [1.37729, 2.38808, -2.31727], [0.72150, 0.95130, -2.94375], [-3.06683, -3.03392, 0.41273], [-2.02346, -4.24924, 0.69644], [-0.36164, -1.24605, -0.07808], [1.27787, -1.22224, -0.02301]],
  "forces_ev_per_angstrom": [[-0.34, -1.37, 1.53], [-2.25, -0.62, -1.87], [-0.97, 4.91, 1.06], [-2.75, -0.18, 0.74], [1.11, 1.08, 1.32], [-0.85, -0.73, -2.09], [0.26, 0.89, -1.67], [0.42, -0.69, -0.97], [0.01, 0.29, -0.17], [0.55, -1.04, 1.14], [1.90, 1.00, 0.51], [-0.15, 0.35, 1.27], [0.56, -0.67, -0.47], [0.01, -3.46, 0.43], [1.66, 0.41, -1.07], [0.83, -0.15, 0.32]],
  "multiplicity": 1,
  "e_above_lowest_kj_mol": 430.7,
  "homo_lumo_gap_ev": [7.525, 7.567]
}

{
  "formula": "C5H14NO",
  "method": "ωB97M-V with the def2-TZVPD basis set",
  "elements": ["C", "C", "C", "C", "N", "C", "O", "H", "H", "H", "H", "H", "H", "H", "H", "H", "H", "H", "H", "H", "H"],
  "positions_angstrom": [[1.05312, -2.88567, -0.94401], [0.91789, -1.83573, 0.16526], [0.91808, -0.39321, -0.36704], [-0.35116, 0.42663, -0.20415], [-1.10275, 0.10780, 1.06474], [-0.07035, 1.93254, -0.20665], [-1.23844, 2.54030, 0.33193], [1.08470, -3.87272, -0.48062], [0.22159, -2.84866, -1.66857], [1.91655, -2.71085, -1.59399], [1.75263, -2.03922, 0.82975], [-0.01838, -2.12132, 0.65684], [1.15422, -0.42897, -1.43050], [1.72281, 0.14298, 0.14163], [-1.04268, 0.21516, -1.01251], [-0.82867, -0.81443, 1.40347], [-2.11329, 0.19842, 0.93692], [-0.83721, 0.76772, 1.79807], [0.76018, 2.13873, 0.46827], [0.07421, 2.22201, -1.23533], [-1.15400, 3.49968, 0.34500]],
  "forces_ev_per_angstrom": [[-0.41, 0.19, -0.75], [-0.16, -0.74, -0.97], [0.49, -0.16, 0.63], [-0.12, 0.33, -0.50], [0.40, 0.25, 0.42], [-0.87, -0.45, 0.71], [-0.19, -0.04, -0.05], [0.13, -0.01, -0.34], [-0.04, -0.09, 0.50], [0.25, -0.15, 0.50], [-0.14, 0.40, 0.41], [0.13, 0.07, 0.34], [0.04, 0.22, 0.02], [0.07, 0.07, -0.18], [-0.23, -0.16, -0.01], [-0.35, -0.23, -0.11], [0.17, -0.11, 0.08], [-0.15, 0.20, -0.01], [0.42, 0.12, -0.36], [0.54, 0.30, -0.25], [0.03, -0.03, -0.06]],
  "multiplicity": 1,
  "charge": 1,
  "e_above_lowest_kj_mol": 101.8,
  "smiles": "CCC[C@@H]([NH3+])CO",
  "homo_lumo_gap_ev": 11.879
}

{
  "formula": "C42H39N5O2PPtSb",
  "method": "ωB97M-V with the def2-TZVPD basis set",
  "elements": ["Pt", "C", "O", "C", "C", "C", "C", "C", "C", "C", "N", "C", "C", "N", "C", "C", "C", "C", "N", "C", "C", "N", "C", "C", "C", "C", "H", "H", "H", "H", "H", "H", "H", "H", "H", "H", "H", "H", "H", "H", "O", "N", "C", "C", "C", "C", "C", "C", "C", "P", "C", "C", "C", "C", "C", "C", "C", "C", "C", "C", "C", "C", "H", "H", "H", "H", "H", "H", "H", "H", "H", "H", "H", "H", "H", "H", "H", "H", "C", "Sb", "C", "C", "H", "H", "H", "H", "H", "H", "H", "H", "H"],
  "positions_angstrom": [[-0.22205, -0.01786, 0.14071], [10.59729, -0.00468, 8.73954], [9.21937, 0.01956, 9.09504], [8.30576, -0.00574, 8.11212], [8.61139, -0.03014, 6.75213], [7.58224, -0.04964, 5.82450], [6.25114, -0.04693, 6.22436], [5.95867, -0.02661, 7.59345], [6.96842, -0.00586, 8.52356], [5.14840, -0.08261, 5.27120], [3.86963, -0.13851, 5.59030], [3.20409, -0.16670, 4.40380], [4.07418, -0.12569, 3.33815], [5.32318, -0.07286, 3.91016], [3.65285, -0.16120, 1.98063], [4.51966, -0.16025, 0.87569], [4.00614, -0.21978, -0.39211], [2.62455, -0.23065, -0.56071], [1.78076, -0.21256, 0.46671], [2.26057, -0.21673, 1.74734], [1.33267, -0.32400, 2.86688], [0.02943, -0.49477, 2.57674], [-0.83959, -0.62181, 3.55830], [-0.46821, -0.57810, 4.90831], [0.85630, -0.40870, 5.22414], [1.79619, -0.28890, 4.18979], [11.14490, 0.00518, 9.67600], [10.86486, 0.87556, 8.15191], [10.84179, -0.91262, 8.18498], [9.63564, -0.03697, 6.41224], [7.85304, -0.06875, 4.77489], [4.92413, -0.02770, 7.90727], [6.75624, 0.00744, 9.58374], [6.20905, -0.04266, 3.43746], [5.59144, -0.12743, 1.02479], [4.64645, -0.23193, -1.26239], [2.18136, -0.24710, -1.54622], [-1.87808, -0.75938, 3.27621], [-1.21885, -0.68757, 5.67864], [1.20011, -0.37298, 6.24954], [-2.82546, -1.19109, -0.53364], [-2.23959, 0.07547, -0.25301], [-2.91585, 1.00145, -0.82791], [-2.76808, 2.44060, -0.65116], [-3.94725, 3.16060, -0.86829], [-3.99194, 4.52466, -0.64317], [-2.84668, 5.18868, -0.23015], [-1.66556, 4.48588, -0.03919], [-1.61043, 3.11128, -0.24184], [-0.02187, 2.28297, 0.02491], [1.04870, 2.92310, -1.28474], [0.50945, 3.50500, -2.43100], [1.34582, 3.97887, -3.43148], [2.72176, 3.87405, -3.29903], [3.26661, 3.28517, -2.16544], [2.43552, 2.80886, -1.16498], [0.54290, 3.00978, 1.59257], [1.60182, 3.90583, 1.71148], [1.94516, 4.41225, 2.95954], [1.23348, 4.03673, 4.08751], [0.15590, 3.16597, 3.97047], [-0.18652, 2.65705, 2.73093], [-3.14227, -1.50290, 0.32800], [-3.77046, 0.67021, -1.41151], [-4.83672, 2.64033, -1.20103], [-4.91497, 5.06686, -0.79436], [-2.86772, 6.25697, -0.06225], [-0.77288, 5.01564, 0.26995], [-0.56242, 3.58901, -2.55224], [0.91862, 4.43502, -4.31419], [3.37070, 4.25674, -4.07512], [4.34051, 3.20690, -2.05707], [2.87028, 2.37716, -0.27311], [2.15440, 4.22807, 0.84077], [2.76354, 5.11480, 3.04319], [1.50555, 4.43435, 5.05611], [-0.41701, 2.88823, 4.84548], [-1.03879, 1.99390, 2.63886], [1.73672, -3.51733, 0.01634], [-0.16463, -2.63285, -0.31433], [-0.79801, -3.69552, -2.02860], [-1.22089, -3.69960, 1.19153], [1.61606, -4.59872, -0.02350], [2.10666, -3.23435, 1.00153], [2.45823, -3.21257, -0.73960], [-0.73043, -4.75383, -1.78270], [-0.15013, -3.47350, -2.87351], [-1.82307, -3.43479, -2.27922], [-1.00430, -4.76014, 1.07112], [-2.29832, -3.56052, 1.11538], [-0.88146, -3.37334, 2.17291]],
  "forces_ev_per_angstrom": [[-0.40, 0.00, -0.34], [0.00, 0.00, 0.01], [-0.02, -0.02, -0.03], [0.04, 0.00, 0.03], [-0.01, 0.00, -0.02], [0.02, 0.02, 0.02], [-0.04, -0.01, -0.03], [0.00, 0.01, -0.01], [-0.03, 0.00, 0.01], [0.05, 0.00, 0.04], [-0.01, 0.02, -0.03], [-0.06, -0.01, 0.08], [0.06, 0.00, -0.05], [-0.04, 0.00, -0.05], [0.01, 0.00, 0.01], [0.03, -0.02, 0.05], [-0.02, -0.03, -0.03], [-0.01, -0.09, -0.02], [0.30, 0.33, 0.21], [-0.03, -0.06, 0.00], [-0.04, 0.02, -0.23], [-0.13, -0.13, 0.19], [0.18, 0.03, 0.08], [-0.02, 0.00, 0.01], [0.01, 0.01, 0.02], [0.03, 0.02, -0.04], [0.00, 0.00, 0.00], [0.00, 0.00, 0.00], [0.00, 0.00, 0.00], [0.00, 0.01, -0.01], [0.01, -0.01, 0.00], [0.01, -0.01, 0.01], [0.00, 0.01, 0.00], [0.01, 0.01, 0.02], [0.00, 0.00, 0.01], [-0.01, -0.02, -0.01], [-0.01, 0.08, 0.00], [-0.01, -0.01, 0.01], [0.00, 0.01, 0.00], [0.00, -0.02, 0.00], [0.04, 0.13, 0.10], [0.30, -0.18, -0.85], [-0.15, 0.01, 0.46], [0.10, -0.06, -0.26], [0.02, 0.02, -0.06], [0.00, 0.01, 0.00], [0.00, 0.00, 0.00], [0.00, -0.04, 0.00], [-0.02, 0.03, 0.06], [0.02, 0.03, 0.25], [0.03, -0.05, -0.01], [0.00, -0.08, -0.02], [-0.02, -0.01, 0.00], [0.02, 0.00, 0.01], [-0.01, -0.01, -0.01], [-0.01, 0.03, 0.01], [0.02, -0.03, 0.00], [-0.01, 0.00, 0.02], [0.00, 0.00, -0.02], [-0.01, 0.00, 0.00], [0.00, 0.00, 0.00], [-0.02, 0.01, -0.04], [-0.01, 0.03, -0.01], [-0.13, -0.02, 0.20], [0.00, 0.00, 0.00], [0.00, 0.00, -0.01], [0.00, 0.00, 0.00], [-0.01, 0.01, 0.02], [-0.01, 0.04, 0.01], [0.00, 0.00, 0.00], [0.00, -0.01, -0.01], [0.00, 0.01, 0.01], [0.02, 0.00, 0.00], [0.00, 0.02, 0.00], [0.01, -0.01, 0.00], [0.00, 0.00, 0.00], [-0.01, 0.01, 0.00], [0.02, -0.02, 0.01], [0.04, 0.07, -0.04], [-0.09, -0.22, 0.37], [0.01, 0.16, -0.08], [0.00, 0.01, -0.04], [0.01, 0.00, 0.01], [0.00, 0.00, 0.00], [-0.01, 0.00, 0.00], [-0.01, -0.01, -0.03], [0.00, 0.00, -0.01], [-0.01, 0.01, 0.02], [-0.01, -0.01, 0.02], [0.01, 0.01, -0.02], [0.00, 0.01, 0.00]],
  "multiplicity": 1,
  "charge": 2,
  "homo_lumo_gap_ev": 6.004
}

{
  "formula": "C3H4ClI",
  "method": "ωB97M-V with the def2-TZVPD basis set",
  "elements": ["C", "C", "I", "C", "Cl", "H", "H", "H", "H"],
  "positions_angstrom": [[0.03996, -0.38374, 0.43803], [0.95900, 0.71220, 0.63441], [2.03366, 0.75369, 2.46564], [1.09000, 1.89873, -0.34087], [2.29216, 3.08509, -0.14316], [-0.77378, -0.35210, 1.28706], [0.46451, -1.30700, 0.56965], [-0.35809, -0.61127, -0.54515], [0.29541, 1.84758, -1.08737]],
  "forces_ev_per_angstrom": [[-3.12, 0.33, 1.50], [1.85, 6.43, -3.77], [-0.31, -0.11, -0.80], [-0.94, -6.28, 4.84], [-0.51, 0.04, -0.32], [1.09, -0.03, -1.83], [1.74, -2.27, 1.03], [-0.53, 1.23, -0.39], [0.73, 0.66, -0.28]],
  "multiplicity": 1,
  "e_above_lowest_kj_mol": 104.3,
  "smiles": "C/C(I)=C/Cl",
  "homo_lumo_gap_ev": 8.909
}

{
  "formula": "C8H19NO3S",
  "method": "ωB97M-V with the def2-TZVPD basis set",
  "elements": ["C", "C", "C", "C", "N", "C", "C", "C", "C", "S", "O", "O", "O", "H", "H", "H", "H", "H", "H", "H", "H", "H", "H", "H", "H", "H", "H", "H", "H", "H", "H", "H"],
  "positions_angstrom": [[2.12749, -2.97026, 0.01321], [1.92205, -1.43078, 0.15842], [0.54686, -0.95675, -0.52605], [-0.36476, 0.06563, 0.16667], [-0.21564, -0.20983, 1.74100], [-0.25735, 1.51298, -0.20997], [-0.71069, 1.78970, -1.61507], [-1.07781, 2.45921, 0.62529], [1.20827, 1.83418, 0.04116], [-2.14218, -0.56152, -0.13359], [-3.18345, -0.01875, 0.69949], [-2.44172, -0.58520, -1.56283], [-1.98221, -2.15995, 0.28099], [1.58678, -3.65007, 0.65545], [3.27639, -3.28004, 0.37870], [2.15662, -3.23324, -1.05609], [1.86782, -1.11019, 1.26091], [2.74120, -0.98062, -0.49117], [0.71139, -0.78728, -1.58183], [-0.05241, -1.76860, -0.46699], [-1.00524, 0.21356, 2.23878], [-0.20937, -1.22284, 1.96601], [-0.23936, 1.10151, -2.29410], [-0.52949, 2.79373, -2.08156], [-1.73332, 1.64091, -1.57107], [-2.10798, 2.47801, 0.50381], [-1.00846, 2.32586, 1.76686], [-0.66140, 3.43300, 0.39067], [1.46540, 1.59045, 1.02662], [1.44460, 2.90298, 0.02007], [1.66867, 1.25312, -0.80366], [-2.80071, -2.46892, 0.45987]],
  "forces_ev_per_angstrom": [[3.88, 0.06, 0.59], [-0.56, 0.48, -0.08], [1.91, 0.91, 0.61], [-0.73, -2.33, 3.51], [-0.35, 0.63, -2.01], [0.21, 1.62, 1.17], [1.76, 0.57, -1.15], [1.37, 0.39, 3.20], [-0.06, 0.13, -2.34], [-1.05, -1.14, -2.53], [0.84, 0.16, 0.49], [0.68, 0.09, 1.41], [4.68, 2.75, -0.80], [-0.91, 0.13, -0.22], [-2.68, 1.16, -0.95], [-0.50, -0.23, 0.47], [0.76, -0.28, -1.85], [-0.76, -0.13, 1.55], [-0.10, 0.44, -0.17], [-1.43, -3.03, -0.27], [0.31, -0.21, -0.34], [-0.16, 0.93, -0.65], [-0.09, -0.49, -0.52], [0.13, -0.56, 1.16], [-2.06, -0.28, -0.77], [-1.98, -0.17, -0.91], [0.49, 0.12, -1.55], [-0.29, 0.37, 0.18], [0.72, -1.17, 1.21], [-0.26, -0.08, -0.77], [0.75, 0.79, 1.25], [-4.51, -1.60, 1.04]],
  "multiplicity": 1,
  "e_above_lowest_kj_mol": 45.2,
  "smiles": "CCC[C@@](N)(C(C)(C)C)S(=O)(=O)O",
  "homo_lumo_gap_ev": 10.318
}

{
  "formula": "C3H4N2O2S",
  "method": "ωB97M-V with the def2-TZVPD basis set",
  "elements": ["H", "N", "C", "N", "C", "O", "S", "C", "O", "H", "H", "H"],
  "positions_angstrom": [[0.94089, 1.06736, 2.56562], [0.03610, 0.81816, 2.31110], [0.33726, 0.20833, 1.14030], [-0.93226, -0.24276, 0.50625], [-1.20551, -1.20795, -0.37176], [-0.28943, -1.74704, -1.00630], [1.71568, 0.43069, 0.16792], [1.26520, 0.58098, -1.67210], [1.96069, 1.15412, -2.50495], [-1.56031, -0.05618, 1.19636], [-2.45858, -1.30177, -0.59122], [0.19030, 0.29606, -1.74120]],
  "forces_ev_per_angstrom": [[2.01, 1.53, 1.55], [0.62, -3.59, -4.34], [-5.36, 1.78, 1.21], [3.06, 0.62, 0.43], [-0.23, -1.15, -2.56], [-2.39, 0.23, 0.72], [2.63, 0.16, -0.97], [-0.03, 2.21, -0.96], [-1.77, -2.36, 3.05], [-2.81, 0.74, 1.89], [3.40, -0.15, 0.67], [0.86, -0.03, -0.68]],
  "multiplicity": 1,
  "e_above_lowest_kj_mol": 287.0,
  "smiles": "[H]/N=C(/NC=O)SC=O",
  "homo_lumo_gap_ev": 9.538
}

{
  "formula": "C7H7FNO2",
  "method": "ωB97M-V with the def2-TZVPD basis set",
  "elements": ["C", "C", "C", "C", "C", "C", "C", "N", "O", "O", "F", "H", "H", "H", "H", "H", "H", "H"],
  "positions_angstrom": [[0.21434, 1.03980, 0.02159], [0.75176, -1.17102, -0.01686], [1.23076, 0.11389, -0.12089], [-0.61182, -1.49001, -0.07819], [-1.62906, -0.71666, 0.18295], [-3.27205, 0.97277, -0.01839], [2.69873, 0.39837, -0.03127], [-0.74978, 1.66988, 0.09852], [3.37109, -0.78406, 0.39912], [-2.56644, -0.08010, 0.61077], [-0.83697, -2.78169, -0.29055], [1.54842, -2.02513, -0.14895], [-2.88621, 1.14968, -1.04972], [-3.11972, 1.90055, 0.56979], [-4.30426, 0.61218, -0.09161], [2.76919, 1.19296, 0.81162], [3.09934, 0.87953, -0.88896], [4.29267, -0.88092, 0.04105]],
  "forces_ev_per_angstrom": [[-0.88, 1.83, -0.33], [4.16, 0.67, -1.45], [0.45, -3.27, 0.74], [-0.50, -1.81, 0.63], [-0.82, 1.26, -0.13], [-1.31, 1.67, -2.29], [0.35, 0.78, 2.93], [0.90, 0.22, 0.04], [0.62, 0.24, -0.97], [0.84, -1.72, 1.40], [-0.64, -0.14, -0.38], [-1.93, 1.57, 0.62], [-0.18, -0.27, 0.87], [-0.30, -0.95, -0.15], [0.19, 0.36, 0.35], [0.07, -1.07, -1.18], [0.35, 0.13, -1.05], [-1.39, 0.51, 0.35]],
  "multiplicity": 1,
  "charge": 1,
  "e_above_lowest_kj_mol": 0.0,
  "homo_lumo_gap_ev": 8.047
}

{
  "formula": "C8H17NO2Si",
  "method": "ωB97M-V with the def2-TZVPD basis set",
  "elements": ["C", "C", "O", "N", "C", "O", "H", "H", "H", "H", "H", "C", "C", "Si", "C", "C", "C", "H", "H", "H", "H", "H", "H", "H", "H", "H", "H", "H", "H"],
  "positions_angstrom": [[4.53697, 2.07283, 1.39975], [3.36840, 1.11645, 1.21701], [2.49860, 1.86481, 0.45651], [3.80148, -0.06983, 0.60768], [4.31589, -0.42889, -0.41126], [4.61486, -1.04407, -1.32164], [4.09994, 3.13036, 1.75720], [5.27532, 1.76375, 2.09402], [4.94006, 2.32956, 0.42767], [3.01124, 0.81293, 2.20859], [1.67800, 1.33006, 0.35711], [0.52108, -1.68438, 1.04241], [-0.01815, -1.59766, -0.14076], [-1.82733, -1.11768, -0.70657], [-2.20553, -2.46635, -1.92096], [-2.02722, 0.69440, -1.19541], [-2.95892, -1.33669, 0.96963], [0.08483, -1.21761, 1.90816], [1.35356, -2.29289, 1.36697], [0.50194, -2.08518, -1.00749], [-1.21385, -2.86469, -2.20309], [-2.81188, -3.34005, -1.56402], [-2.68653, -1.93610, -2.71955], [-1.64851, 0.95370, -2.21381], [-3.01893, 1.14863, -1.37631], [-1.63301, 1.42143, -0.52076], [-2.80782, -0.36644, 1.46695], [-3.99188, -1.58249, 0.75552], [-2.47494, -2.13459, 1.52966]],
  "forces_ev_per_angstrom": [[-1.66, 3.19, 0.48], [1.78, 1.30, 1.31], [-2.26, -0.81, -0.52], [0.20, -0.51, 0.20], [-1.75, 0.28, 1.80], [1.60, -1.18, -2.79], [0.88, -2.41, -0.45], [0.73, -0.45, 0.50], [0.34, -0.30, -0.22], [-0.51, 0.24, -0.20], [0.58, 0.59, -0.12], [0.24, -0.13, 1.88], [-0.92, -0.03, -2.93], [-0.46, -0.14, 3.49], [0.39, -0.64, 0.43], [-0.72, 0.53, -2.33], [1.93, 0.58, -1.81], [-0.57, 0.25, 0.24], [0.56, 0.05, -0.68], [-0.18, 0.21, 0.90], [-0.58, 0.15, -0.40], [0.40, 1.08, -0.18], [-0.31, -0.31, -0.95], [0.57, -0.42, 0.67], [-0.36, -1.02, 0.52], [0.87, 0.15, 0.74], [-0.47, -0.42, 0.19], [-0.16, 0.20, 0.06], [-0.16, 0.00, 0.20]],
  "multiplicity": 1,
  "e_above_lowest_kj_mol": 279.6,
  "smiles": "C[C@@H](O)N=C=O.C=C[Si](C)(C)C",
  "homo_lumo_gap_ev": 10.439
}